# C4H7N2O

A gas-phase ion, C4H7N2O (charge +1) (ωB97M-V with the def2-TZVPD basis set, OMol25).

Structure (XYZ):
```
14
Properties=species:S:1:pos:R:3:mulliken_charge:R:1
C -1.498 -0.275 0.433 -0.185
C 1.742 0.719 0.827 -0.082
C 0.135 -0.581 -1.021 -0.526
C 0.296 0.777 -0.342 -0.083
N -0.992 -1.158 -0.386 -0.054
N -0.816 0.872 0.503 -0.153
O 1.541 0.522 1.979 -0.368
H -2.315 -0.577 0.968 0.446
H 2.674 0.610 0.447 0.496
H 0.002 -0.455 -2.189 0.293
H 0.887 -1.349 -0.870 0.306
H 0.499 1.495 -1.134 0.338
H -1.476 -2.039 -0.537 0.230
H -0.679 1.439 1.323 0.343
```

Computed properties:
Energy relative to the best compared isomer or geometry (same formula, charge and spin) in kcal per mole: 48.8
SMILES: O=C[C@H]1CNC=[NH+]1
Charge: +1
Strongest force on any atom in eV Å⁻¹: 4.9
HOMO-LUMO gap in Ha: 0.3605
LUMO in eV: -3.976
HOMO in eV: -13.784
Calculated total energy in eV: -9280.675